Record 1
ORCA calculation (ωB97M-V/def2-TZVPD) on 7 unconnected molecules or ions with the total composition C23H27F5O21 at a distorted geometry.

XYZ file:
```
76
Properties=species:S:1:pos:R:3
O 2.8639 -0.5991 -0.7824
C 2.9861 -0.4864 -1.9847
O 4.0805 -0.5537 -2.7378
C 3.8701 -0.0727 -4.0634
C 2.3599 -0.3105 -4.1111
F 2.0132 -1.5169 -4.5321
O 1.9827 -0.2152 -2.7862
H 4.1500 0.9793 -4.0085
H 4.4123 -0.6138 -4.8389
H 1.7465 0.3737 -4.6973
O 4.9229 -6.3767 3.2202
C 4.1357 -5.8715 2.4153
O 4.4443 -5.0708 1.4572
C 3.3961 -4.9615 0.5455
C 2.1882 -5.5139 1.3235
F 1.3329 -6.3280 0.6558
O 2.8331 -6.3106 2.3172
H 3.3504 -3.9477 0.1477
H 3.6101 -5.6302 -0.2883
H 1.6061 -4.7759 1.8754
O -4.4641 -4.7626 4.6490
C -3.4772 -4.4086 4.0619
O -2.7046 -3.4110 4.3856
C -1.9514 -3.0257 3.2389
C -1.7916 -4.3819 2.5413
F -0.7599 -5.0349 3.0680
O -3.0626 -4.9393 2.9051
H -2.5359 -2.3051 2.6670
H -1.0125 -2.5400 3.5051
H -1.6225 -4.2543 1.4721
O 1.0736 -2.7914 4.8035
C 1.9662 -2.1755 4.2031
O 2.7865 -2.6466 3.2194
C 3.5689 -1.6340 2.6181
C 3.4989 -0.6098 3.7719
F 3.3070 0.5574 3.1210
O 2.2622 -0.8761 4.3504
H 4.5778 -2.0327 2.5119
H 3.1373 -1.2881 1.6789
H 4.3361 -0.5872 4.4694
O 1.8213 8.2862 -2.4897
C 1.0737 7.6214 -1.8363
O 0.2313 6.7011 -2.4065
C -0.6191 6.2527 -1.3813
C 0.1966 6.4970 -0.1145
F 0.9086 5.3391 0.0466
O 1.0319 7.5200 -0.4688
H -1.5112 6.8736 -1.2987
H -1.0446 5.2534 -1.4736
H -0.3463 6.9037 0.7386
C -1.6360 1.3766 -0.5733
C -0.3130 0.6313 -0.2629
C 0.3941 0.7941 1.1447
O 0.4885 -0.5605 1.5797
C 0.0010 -1.4259 0.6376
O 0.0957 -2.6574 0.7867
O -0.6109 -0.7602 -0.3564
H -1.3509 2.3928 -0.8455
H -2.2677 1.5108 0.3048
H -2.2722 0.9050 -1.3223
H 0.2958 0.7882 -1.1533
H -0.2724 1.2945 1.8471
H 1.3660 1.2862 1.1810
C -3.9901 3.4787 -1.7701
C -4.6482 2.6205 -2.8102
C -6.2454 2.5559 -2.8680
O -6.4298 2.4988 -4.2986
C -5.2756 2.9295 -4.9065
O -5.2215 3.2096 -6.1041
O -4.2768 3.1290 -4.0578
H -4.0234 2.9682 -0.8077
H -4.4681 4.4390 -1.5766
H -2.9400 3.6734 -1.9881
H -4.2121 1.6216 -2.8211
H -6.7923 3.3311 -2.3314
H -6.5542 1.6705 -2.3122
```

As for the calculated total energy: -80872.9194 eV. The molecular weight is 734.44 g/mol. The HOMO-LUMO gap comes out at 10.2 eV. The HOMO energy comes out at -10.64 eV. As for the spin multiplicity: 1. As for the SMILES: O=C1OC[C@@H](F)O1.O=C1OC[C@@H](F)O1.O=C1OC[C@@H](F)O1.O=C1OC[C@@H](F)O1.O=C1OC[C@@H](F)O1.C[C@H]1COC(=O)O1.C[C@H]1COC(=O)O1.



Record 2
ORCA calculation (ωB97M-V/def2-TZVPD) on 2 unconnected molecules or ions with the total composition C4H5NO2.

XYZ file:
```
12
Properties=species:S:1:pos:R:3
O -2.0198 -0.8248 1.5146
C -1.2225 -0.4418 0.7169
C 0.2803 -0.5288 0.8285
C 0.8119 -0.8042 -0.5535
N 0.1955 -0.3784 -1.5858
C -0.8217 0.5549 -1.4335
O -1.6575 0.2429 -0.4184
H 0.6737 0.4074 1.2486
H 0.5310 -1.3353 1.5202
H 1.6849 -1.4455 -0.6805
H 1.2162 2.4553 -0.2826
H 0.6413 2.3370 -0.7436
```

As for the calculated total energy: -9810.0128 eV. The molecular weight is 99.09 g/mol. The HOMO-LUMO gap comes out at 8.4 eV. For the relative energy (zero: lowest compared OMol25 entry of this formula, charge and spin), the calculation gives 99.21 kcal per mole. The HOMO energy comes out at -9.32 eV. As for the spin multiplicity: 1.